A cluster of 2 separate species, C26H47N4O6Si in total in a non-equilibrium geometry, computed with ωB97M-V with the def2-TZVPD basis set.

Each atom is followed by the atoms it is bonded to, with distances in Å.
Cartesian coordinates (Å):
1 C -5.3846 2.9780 0.8857  C2 1.533, H34 1.086, H35 1.088, H36 1.086
2 C -4.8261 3.9394 -0.1693  C1 1.533, O3 1.416, H37 1.093, H38 1.094
3 O -3.5325 3.5025 -0.5432  C2 1.416, C4 1.415
4 C -3.0263 4.1433 -1.6988  O3 1.415, C5 1.513, H39 1.092, H40 1.095
5 C -2.3172 3.1542 -2.5984  C4 1.513, O6 1.406, H41 1.096, H42 1.095
6 O -1.3893 2.4177 -1.8416  C5 1.406, C7 1.425
7 C -0.7254 1.4009 -2.5863  O6 1.425, C8 1.517, H43 1.089, H44 1.093
8 C 0.6958 1.3251 -2.0611  C7 1.517, O9 1.434, H45 1.090, H46 1.090
9 O 1.0005 0.1728 -1.2630  C8 1.434, C10 1.400
10 C 1.2095 0.4990 0.0822  O9 1.400, N11 1.441, H47 1.090, H48 1.093
11 N 1.9382 -0.5537 0.7435  C10 1.441, C12 1.342, N26 1.395
12 C 1.5035 -1.7413 1.1929  N11 1.342, C13 1.490, N22 1.332
13 C 0.1706 -2.4041 1.1233  C12 1.490, C14 1.530, H49 1.088, H50 1.086
14 C -1.0689 -1.5362 1.3499  C13 1.530, O15 1.192, C16 1.489
15 O -1.1963 -0.9033 2.3524  C14 1.192
16 C -2.1053 -1.5557 0.2813  C14 1.489, C17 1.415, C21 1.430
17 C -2.8508 -0.3875 -0.0047  C16 1.415, C18 1.407, H51 1.081
18 C -3.8025 -0.4230 -1.0405  C17 1.407, C19 1.422, H52 1.080
19 C -4.0254 -1.6080 -1.7943  C18 1.422, C20 1.414, H53 1.082
20 C -3.3150 -2.7932 -1.4945  C19 1.414, C21 1.410, H54 1.078
21 C -2.3587 -2.7520 -0.4592  C16 1.430, C20 1.410, H55 1.083
22 N 2.4926 -2.4111 1.7815  C12 1.332, C23 1.341
23 C 3.5771 -1.6293 1.6776  N22 1.341, N24 1.334, N26 1.346
24 N 4.7421 -2.0339 2.1866  C23 1.334, C25 1.453, H56 1.005
25 C 6.0255 -1.3530 2.2247  N24 1.453, H57 1.089, H58 1.085, H59 1.085
26 N 3.3021 -0.4835 1.0272  N11 1.395, C23 1.346, C27 1.454
27 C 4.0974 0.6624 0.6186  N26 1.454, C28 1.533, H60 1.083, H61 1.087
28 C 4.5192 1.6037 1.7532  C27 1.533, O29 1.427, H62 1.090, H63 1.091
29 O 4.5072 2.9158 1.1928  C28 1.427, Si30 1.687
30 Si 5.6245 3.9642 1.8985  O29 1.687, C31 1.869, C32 1.888, C33 1.868
31 C 5.1820 5.7474 1.5530  Si30 1.869, H64 1.087, H65 1.091, H66 1.087
32 C 5.6190 3.7543 3.7748  Si30 1.888, H67 1.090, H68 1.090, H69 1.085
33 C 7.3781 3.6585 1.3320  Si30 1.868, H70 1.090, H71 1.092, H72 1.091
34 H -4.6361 2.2255 1.1175  C1 1.086
35 H -6.2730 2.4692 0.5188  C1 1.088
36 H -5.6744 3.5190 1.7818  C1 1.086
37 H -4.8103 4.9543 0.2365  C2 1.093
38 H -5.4947 3.9351 -1.0351  C2 1.094
39 H -3.8204 4.6479 -2.2533  C4 1.092
40 H -2.3363 4.9303 -1.3756  C4 1.095
41 H -1.8268 3.7464 -3.3791  C5 1.096
42 H -3.0793 2.5117 -3.0508  C5 1.095
43 H -1.2494 0.4466 -2.5543  C7 1.089
44 H -0.6702 1.7456 -3.6224  C7 1.093
45 H 1.3868 1.3029 -2.9032  C8 1.090
46 H 0.8775 2.2644 -1.5379  C8 1.090
47 H 1.7525 1.4370 0.1935  C10 1.090
48 H 0.2486 0.6577 0.5777  C10 1.093
49 H 0.1917 -3.1558 1.9090  C13 1.088
50 H 0.1019 -2.9230 0.1716  C13 1.086
51 H -2.6612 0.4994 0.5840  C17 1.081
52 H -4.3423 0.4848 -1.2648  C18 1.080
53 H -4.7434 -1.6048 -2.6038  C19 1.082
54 H -3.4665 -3.7067 -2.0467  C20 1.078
55 H -1.8208 -3.6652 -0.2376  C21 1.083
56 H 4.6950 -2.9322 2.6355  N24 1.005
57 H 6.0148 -0.5490 2.9588  C25 1.089
58 H 6.7586 -2.0660 2.5885  C25 1.085
59 H 6.3730 -1.0217 1.2520  C25 1.085
60 H 3.6155 1.2519 -0.1511  C27 1.083
61 H 5.0001 0.2687 0.1581  C27 1.087
62 H 5.5457 1.3748 2.0394  C28 1.090
63 H 3.8484 1.5612 2.6123  C28 1.091
64 H 5.6138 6.1272 0.6305  C31 1.087
65 H 4.0949 5.8159 1.4929  C31 1.091
66 H 5.5107 6.3624 2.3869  C31 1.087
67 H 6.1974 2.8667 4.0327  C32 1.090
68 H 4.5916 3.6150 4.1111  C32 1.090
69 H 6.0661 4.6209 4.2511  C32 1.085
70 H 7.5047 3.6400 0.2497  C33 1.090
71 H 7.8100 2.7331 1.7197  C33 1.092
72 H 8.0093 4.4588 1.7204  C33 1.091
73 C -5.1746 -8.3661 -2.5246  C74 1.520, H77 1.093, H78 1.090, H79 1.090
74 C -5.0874 -7.0091 -1.8448  C73 1.520, C75 1.521, O76 1.431, H80 1.091
75 C -6.4686 -6.4712 -1.5045  C74 1.521, H81 1.093, H82 1.091, H83 1.090
76 O -4.3967 -6.0830 -2.6892  C74 1.431, H84 0.963
77 H -5.7301 -8.2879 -3.4630  C73 1.093
78 H -4.1788 -8.7379 -2.7663  C73 1.090
79 H -5.6739 -9.0968 -1.8877  C73 1.090
80 H -4.4924 -7.0927 -0.9345  C74 1.091
81 H -7.0611 -6.3388 -2.4138  C75 1.093
82 H -6.3917 -5.4964 -1.0212  C75 1.091
83 H -7.0048 -7.1480 -0.8388  C75 1.090
84 H -4.9041 -5.9926 -3.5029  O76 0.963

Values from the calculation:
**E_LUMO**: -2.2 eV
**Frontier orbital gap**: 9.4 eV
**Net charge**: +1
**HOMO level**: -11.5 eV

Computed Löwdin charges, given in elementary charges: -0.0563 -0.2685 -0.1551 -0.1975 -0.2023 -0.1442 -0.1616 -0.1447 -0.0749 -0.1386 0.0846 -0.1965 -0.0001 -0.3772 0.1358 -0.1468 -0.0103 -0.0553 -0.0477 -0.0455 -0.0166 0.2132 -0.2985 0.0646 -0.0444 0.0796 -0.0645 -0.2299 -0.2163 0.4340 -0.1517 -0.1545 -0.1602 0.0631 0.0708 0.0704 0.1186 0.1141 0.1251 0.1299 0.1320 0.1317 0.1273 0.1252 0.1291 0.1315 0.1317 0.1512 0.1441 0.1232 0.1127 0.0966 0.1020 0.0861 0.1066 0.1515 0.0859 0.0986 0.0875 0.1262 0.1299 0.0839 0.1346 0.0340 0.0340 0.0355 0.0284 0.0367 0.0386 0.0351 0.0267 0.0434 -0.0623 -0.4980 -0.0629 -0.0702 0.0827 0.0794 0.0821 0.1359 0.0825 0.0761 0.0820 0.0872